14
Properties=species:S:1:pos:R:3:forces:R:3 method="wB97M-V/def2-TZVPD" lumo_energy_ev=0.92 charge=0 e_above_lowest_kcal_mol=124.1 homo_energy_ha=-0.285 e_tot_ha=-299.83298 homo_lumo_gap_ev=8.660 multiplicity=1
C 0.65860 1.47329 0.07685 2.6 -2.6 0.3
C -0.09453 0.18294 -0.07788 3.0 -5.9 -1.8
N 0.49024 -1.06167 -0.29573 -3.8 4.0 1.2
N 1.74282 -1.14290 0.23073 5.8 -0.3 -3.0
N -1.43087 0.31485 -0.30547 -1.8 -3.4 -1.0
N -2.46239 -0.76603 0.23776 3.7 -2.0 0.2
H -0.20876 2.08737 -0.00597 0.7 2.1 -0.4
H 1.17084 1.47718 1.09574 -0.9 0.3 -1.2
H 1.59603 1.41694 -0.70730 -2.7 0.9 1.6
H 2.40536 -0.36839 -0.22619 -1.7 -0.9 1.5
H 2.34192 -1.91741 -0.34269 -2.4 1.4 1.9
H -1.63478 1.18415 0.05048 -2.0 2.0 0.9
H -1.58391 -1.35072 0.77511 -3.5 1.1 -1.9
H -2.99057 -1.52959 -0.50545 2.9 3.2 1.8